ORCA calculation (wB97M-V/def2-TZVPD) on the ion C4H6N3O2 with charge -1 in a non-equilibrium geometry.

Summary:
HOMO level (spin up / spin down): -3.45 / -3.45 eV
net charge: -1
SMILES: C[C@H]1NNC([O-])=C=[N+]1[O-]
DFT total energy: -470.60301 hartree
lowest unoccupied orbital energy (spin up / spin down): 4.0 / 4.0 eV

Last column: Mulliken charge in e.
Element x y z (Å)
C: -0.22532 1.97145 -0.06833  -1.3173
C: 0.28819 0.54930 0.11906  0.0533
N: -0.44504 -0.32546 1.09362  -0.3572
N: 0.00115 -1.62584 0.99287  -0.1531
C: 0.34819 -2.14420 -0.37362  0.4633
O: 1.03748 -3.12219 -0.23673  -0.6657
C: 0.00533 -1.43607 -1.57709  -0.5380
N: -0.04094 -0.12105 -1.25931  0.6288
O: -0.37085 0.78971 -2.13688  -0.7613
H: 0.02742 2.35509 0.94216  0.4697
H: -1.31451 2.03399 -0.31452  0.3338
H: 0.44904 2.47345 -0.79129  0.2940
H: 1.37264 0.67326 0.62183  0.0967
H: -1.33688 0.20920 1.27484  0.2270
H: 0.20410 -2.28064 1.71339  0.2259

ORCA calculation (wB97M-V/def2-TZVPD) on an isolated molecule of C4H6N4 in a non-equilibrium geometry.

Summary:
HOMO level: -9.41 eV
net charge: 0
SMILES: [H]/N=C1/C/C(=N\[H])NC=N1
DFT total energy: -374.99946 hartree
lowest unoccupied orbital energy: 0.2 eV

Last column: Mulliken charge in e.
Element x y z (Å)
H: -3.17694 -0.47490 -0.17563  0.2944
N: -2.34034 -0.98894 -0.00549  -0.6411
C: -1.27171 -0.30071 -0.16269  0.3560
C: 0.03235 -0.95162 0.17038  -0.3676
C: 1.25278 -0.19688 0.03499  0.5860
N: 2.43268 -0.71700 -0.15459  -0.8144
H: 2.48275 -1.78440 -0.33532  0.2436
N: 1.07569 1.18772 0.03125  -0.1244
C: -0.31070 1.70842 0.03711  -0.1062
N: -1.35409 1.04091 -0.14276  -0.5399
H: -0.01425 -1.70200 -0.58758  0.2974
H: -0.14261 -1.38365 1.21229  0.2225
H: 1.78793 1.81000 0.00692  0.2005
H: -0.45353 2.75306 0.07111  0.3932

ORCA calculation (wB97M-V/def2-TZVPD) on an isolated molecule of C4H6N4 in a non-equilibrium geometry.

Summary:
HOMO level: -8.68 eV
net charge: 0
SMILES: C=CN1C=NN=CN1
DFT total energy: -374.88691 hartree
lowest unoccupied orbital energy: 0.3 eV

Last column: Mulliken charge in e.
Element x y z (Å)
C: -0.92022 1.23285 -1.58474  -0.8516
C: -0.30163 0.04206 -1.37734  0.0999
N: -0.27586 -0.54693 -0.12948  0.2225
C: -0.83856 0.20000 0.89519  -0.1464
N: -0.20061 0.51496 1.96188  -0.3356
N: 1.09664 0.43133 1.77857  -0.4174
C: 1.59745 -0.67097 1.15839  -0.0355
N: 0.86642 -1.34346 0.15909  -0.4314
H: -1.03187 1.91452 -0.73106  0.3041
H: -1.14582 1.63974 -2.58858  0.2569
H: -0.04602 -0.62665 -2.29975  0.2670
H: -1.98525 0.31553 0.88084  0.4749
H: 2.68902 -0.95022 1.21541  0.3381
H: 0.49631 -2.15275 0.66158  0.2544

ORCA calculation (wB97M-V/def2-TZVPD) on a cluster of 2 separate species, C4H6N4 in total in a non-equilibrium geometry.

Summary:
HOMO level: -7.99 eV
net charge: 0
DFT total energy: -374.80197 hartree
lowest unoccupied orbital energy: -1.5 eV

Last column: Mulliken charge in e.
Element x y z (Å)
C: -0.36682 -0.93986 -0.62407  0.4542
C: 0.66003 -1.58787 0.17708  -0.3582
C: 0.97134 0.39545 1.33129  -0.0942
C: 0.06635 1.07424 0.40647  0.4951
H: -1.49287 -0.73004 -2.38852  0.2853
H: -2.11628 -2.87705 -0.98232  0.2877
H: 0.59848 -2.69661 0.21412  0.3018
H: 1.69640 1.05361 2.08306  0.2116
H: 0.80116 3.09635 0.62743  0.2861
H: -0.18063 2.64038 -0.69305  0.3222
N: -1.36162 -1.31841 -1.44616  -0.6175
N: 1.19514 -0.93307 1.31120  -0.5007
N: 0.05697 2.46101 0.49616  -0.6026
N: -0.52765 0.36188 -0.51271  -0.4708

ORCA calculation (wB97M-V/def2-TZVPD) on an isolated molecule of C4H6N4 in a non-equilibrium geometry.

Summary:
HOMO level: -8.72 eV
net charge: 0
SMILES: CNc1cncnn1
DFT total energy: -374.96775 hartree
lowest unoccupied orbital energy: 0.4 eV

Last column: Mulliken charge in e.
Element x y z (Å)
C: -1.77038 1.63385 1.41113  -0.8652
N: -0.48100 1.13254 1.39401  -0.2133
C: -0.02943 0.27929 0.32995  0.3611
C: -0.52794 0.16191 -1.00439  0.1124
N: -0.01661 -0.71599 -1.82968  -0.5497
C: 0.95896 -1.48673 -1.32323  -0.0368
N: 1.47729 -1.23048 -0.13825  -0.4661
N: 1.10171 -0.32895 0.62954  -0.2707
H: -2.57839 0.79529 1.43762  0.2512
H: -1.71436 2.33299 0.58261  0.3082
H: -1.99183 2.15067 2.31340  0.3498
H: 0.04516 0.85595 2.23856  0.2994
H: -1.38895 0.69279 -1.54816  0.3307
H: 1.27134 -2.35749 -1.89405  0.3890

ORCA calculation (wB97M-V/def2-TZVPD) on an isolated molecule of C4H6N4 in a non-equilibrium geometry.

Summary:
HOMO level: -9.54 eV
net charge: 0
SMILES: N[C@@H]1Cn2cnnc21
DFT total energy: -374.97408 hartree
lowest unoccupied orbital energy: 0.7 eV

Last column: Mulliken charge in e.
Element x y z (Å)
N: -1.92189 -0.84140 -0.53349  -0.6695
C: -0.97975 -0.27358 0.40911  0.4583
C: -0.44486 1.18570 0.06067  -0.6714
N: 0.90076 0.58103 -0.07191  0.1542
C: 2.22289 0.47236 -0.28692  -0.0263
N: 2.57088 -0.78452 -0.13793  -0.4049
N: 1.47788 -1.52473 0.21603  -0.4988
C: 0.48044 -0.67417 0.19396  -0.0853
H: -1.68679 -1.77775 -0.77459  0.2347
H: -2.86691 -0.78683 -0.15630  0.2415
H: -1.29764 -0.33277 1.46354  0.2763
H: -0.52775 1.87687 0.92319  0.2453
H: -0.83643 1.59905 -0.86648  0.3332
H: 2.90916 1.28073 -0.43888  0.4126